Entry 1:
# C5H6S2

A cluster of 2 separate species, C5H6S2 in total at a distorted geometry (ωB97M-V/def2-TZVPD, the OMol25 dataset).

The geometry in ORCA input format:
```
! wB97M-V def2-TZVPD RIJCOSX def2/J DEFGRID3
* xyz 0 1
C 0.01903 0.09645 0.02565
C 0.24839 0.76522 1.00425
C -3.41145 -0.39511 -0.45708
C -0.09862 -0.73690 -1.15333
C 0.49658 1.40196 2.30716
S -2.95730 -0.23015 1.02274
S -3.61132 -0.41619 -1.98885
H 0.30467 -0.29141 -2.09998
H -1.08190 -1.00531 -1.23767
H 0.69556 -1.58479 -0.85142
H 0.81820 0.63196 3.06168
H -0.29983 1.97647 2.79297
H 1.34635 2.10341 2.17526
*
```

Calculated values
- LUMO energy (eV) = -0.01
- energy above the lowest of the compared OMol25 structures with the same formula, charge and spin (kJ/mol) = 161.2
- DFT total energy (eV) = -26950.2545
- F_max (eV Å⁻¹) = 4.960
- highest occupied orbital energy (eV) = -8.953
- frontier orbital gap (eV) = 8.95

Entry 2:
# C3H5NO2S

A cluster of 3 separate species, C3H5NO2S in total at a distorted geometry (ωB97M-V/def2-TZVPD, the OMol25 dataset).

The geometry in ORCA input format:
```
! wB97M-V def2-TZVPD RIJCOSX def2/J DEFGRID3
* xyz 0 1
C -2.74446 1.19516 1.62257
C 2.35858 -0.56939 -0.16017
C 2.12524 0.49283 -0.97798
N -2.54982 1.31528 0.49959
O -0.88362 -1.46585 0.46203
O -2.67554 -1.15392 -1.09067
S -1.45715 -0.68761 -0.57194
H 1.51708 -1.26262 -0.19436
H 3.28052 -0.86770 0.36306
H -2.92986 1.12196 2.67544
H 1.20324 0.60032 -1.46556
H 2.75579 1.28154 -1.16203
*
```

Calculated values
- LUMO energy (eV) = -0.40
- energy above the lowest of the compared OMol25 structures with the same formula, charge and spin (kJ/mol) = 267.0
- DFT total energy (eV) = -19609.7439
- F_max (eV Å⁻¹) = 3.496
- highest occupied orbital energy (eV) = -9.986
- frontier orbital gap (eV) = 9.59

Entry 3:
# C29H22ClF5N2O2OsSe

A structure of composition C29H22ClF5N2O2OsSe (ωB97M-V/def2-TZVPD, the OMol25 dataset).

The geometry in ORCA input format:
```
! wB97M-V def2-TZVPD RIJCOSX def2/J DEFGRID3
* xyz 2 5
Os 0.28530 0.47411 -0.32805
C 1.34869 1.37630 2.78308
C 0.96919 2.70067 2.11606
C 2.16619 3.37295 1.45390
C -0.23989 2.54435 1.20672
C -1.51127 2.35921 1.78738
C -2.66316 2.51017 1.04898
C -2.64007 2.78497 -0.33243
C -3.91650 3.02116 -1.08062
C -1.40296 2.87669 -0.94398
C -0.20396 2.77438 -0.19220
H 2.20864 1.51578 3.43769
H 1.64731 0.61455 2.04980
H 0.53420 0.97783 3.38845
H 0.62073 3.36699 2.91170
H 2.61272 2.74978 0.67596
H 2.93730 3.55520 2.20079
H 1.89941 4.33594 1.01746
H -1.58064 2.18530 2.85469
H -3.62153 2.43479 1.55103
H -4.33862 3.98622 -0.79302
H -4.66346 2.26282 -0.84232
H -3.75692 3.03399 -2.15718
H -1.33012 3.10240 -2.00116
H 0.70335 3.16683 -0.63347
F 3.37792 -0.01994 0.52945
C 3.30216 0.55959 -0.66215
C 2.04282 0.94182 -1.16312
C 2.03000 1.53915 -2.43704
F 0.84006 1.85510 -2.96344
C 3.16761 1.78890 -3.15870
F 3.12478 2.35417 -4.34581
C 4.39958 1.41539 -2.60572
F 5.49628 1.64348 -3.26959
C 4.46691 0.79860 -1.35281
F 5.63686 0.46134 -0.85439
Se -2.88980 -0.44023 -1.46520
N -1.72945 -0.25721 -0.08329
C -2.25569 -0.85717 0.98732
C -1.64786 -1.00902 2.25925
C -2.35287 -1.64371 3.23432
C -3.67567 -2.15396 3.02487
C -4.28610 -2.04030 1.82308
C -3.58017 -1.39101 0.76226
N -4.06522 -1.23890 -0.45558
H -0.64319 -0.65163 2.43956
H -1.90191 -1.77762 4.20926
H -4.17700 -2.64413 3.84771
H -5.27790 -2.42403 1.62903
Cl 1.65589 -7.66968 -2.08241
C 1.35812 -6.00787 -1.80938
C 0.83389 -5.23053 -2.84201
C 0.59472 -3.89302 -2.62039
C 0.87704 -3.33375 -1.36774
C 1.40590 -4.12261 -0.33932
C 1.64643 -5.46073 -0.55990
C 0.62213 -1.93340 -1.15157
O 0.86611 -1.38753 0.03503
O 0.17113 -1.12496 -2.00168
H 0.62467 -5.68409 -3.80012
H 0.19230 -3.27166 -3.40922
H 1.62913 -3.68253 0.62301
H 2.05645 -6.08965 0.21715
*
```

Calculated values
- <S²> = 6.051
- LUMO energy (spin up / spin down) (eV) = -7.22 / -9.43
- energy above the lowest of the compared OMol25 structures with the same formula, charge and spin (kJ/mol) = 0.0
- DFT total energy (eV) = -131409.7782
- F_max (eV Å⁻¹) = 0.192
- highest occupied orbital energy (spin up / spin down) (eV) = -14.282 / -14.234
- frontier orbital gap (spin up / spin down) (eV) = 7.06 / 4.80